*a*
Computed, not measured: C5H8S2 as an isolated structure, with ωB97M-V/def2-TZVPD.

ORCA input file:
```
! wB97M-V def2-TZVPD RIJCOSX def2/J DEFGRID3
* xyz 0 1
C 0.89949 -0.21065 -0.17147
C 0.11116 0.54617 -1.04930
C -1.25564 -0.07704 -0.74823
C -1.20124 -0.10764 0.80911
C 0.15712 0.36750 1.01130
H 3.18872 -0.93160 -0.09779
H 0.60683 -1.31781 -0.32390
H 0.59895 0.52714 -1.98330
H -2.16625 0.47246 -1.07772
H -1.24517 -1.18148 -1.08763
H -1.39654 -1.17332 1.24244
H -1.87483 0.36789 1.44217
H 0.67154 0.46484 1.95309
S 2.60517 0.25183 0.05052
S 0.30068 2.00171 0.03070
*
```

Its lowest unoccupied orbital energy is 0.77 eV. For the HOMO energy, the calculation gives -8.71 eV. The orbital gap is 9.49 eV. As for the molar mass: 132.25 g/mol.

Per-atom Mulliken charges, elementary charge units: atom 1 (C): -0.212, atom 2 (C): -0.200, atom 3 (C): -0.641, atom 4 (C): -0.740, atom 5 (C): -0.389, atom 6 (H): 0.111, atom 7 (H): 0.260, atom 8 (H): 0.460, atom 9 (H): 0.298, atom 10 (H): 0.270, atom 11 (H): 0.232, atom 12 (H): 0.400, atom 13 (H): 0.562, atom 14 (S): -0.195, atom 15 (S): -0.219

*b*
Computed, not measured: C5H8S2 in the gas phase, with ωB97M-V/def2-TZVPD.

ORCA input file:
```
! wB97M-V def2-TZVPD RIJCOSX def2/J DEFGRID3
* xyz 0 1
C -2.32727 -1.47445 -0.13885
C -1.24823 -1.07247 0.52713
C -0.21487 -0.07103 0.07157
S -1.01943 1.66802 -0.08026
C 0.65298 -0.48196 -1.14304
S 2.23059 -0.23390 -0.10955
C 0.90858 0.05941 1.12268
H -2.64704 -1.09334 -1.14003
H -3.04854 -2.29583 0.16355
H -0.98157 -1.57979 1.51279
H -2.27408 1.25619 -0.27097
H 0.47094 -1.49600 -1.44274
H 0.61367 0.20585 -2.01156
H 0.86204 -0.71532 1.91175
H 0.99898 1.01547 1.67725
*
```

Its lowest unoccupied orbital energy is 0.75 eV. For the HOMO energy, the calculation gives -8.81 eV. Its structure (SMILES) is C=CC1(S)CSC1. The orbital gap is 9.56 eV. As for the molar mass: 132.25 g/mol.

Per-atom Mulliken charges, elementary charge units: atom 1 (C): -0.691, atom 2 (C): -0.477, atom 3 (C): 0.932, atom 4 (S): -0.227, atom 5 (C): -0.719, atom 6 (S): -0.157, atom 7 (C): -0.793, atom 8 (H): 0.270, atom 9 (H): 0.241, atom 10 (H): 0.113, atom 11 (H): 0.159, atom 12 (H): 0.392, atom 13 (H): 0.291, atom 14 (H): 0.316, atom 15 (H): 0.350

*c*
Computed, not measured: C5H8S2 in the gas phase, with ωB97M-V/def2-TZVPD.

ORCA input file:
```
! wB97M-V def2-TZVPD RIJCOSX def2/J DEFGRID3
* xyz 0 1
C 0.25471 1.85857 -0.55062
C 0.43395 0.54078 -0.46044
C -0.82775 -0.33928 -0.41417
C -1.33624 -0.63528 1.00563
C 1.78465 -0.05340 -0.12247
S 2.97182 0.87365 0.48017
S 2.18400 -1.76339 -0.21052
H 1.07001 2.54832 -0.43350
H -0.73413 2.30392 -0.67216
H -0.68009 -1.25976 -0.99860
H -1.65977 0.14781 -0.92928
H -0.60150 -0.90710 1.76517
H -1.79110 0.28405 1.40784
H -2.16440 -1.40210 1.05136
H 1.09582 -2.19680 -0.91842
*
```

Its lowest unoccupied orbital energy is -0.65 eV. For the HOMO energy, the calculation gives -8.68 eV. Its structure (SMILES) is C=C(CC)C(=S)S. The orbital gap is 8.03 eV. As for the molar mass: 132.25 g/mol.

Per-atom Mulliken charges, elementary charge units: atom 1 (C): -0.924, atom 2 (C): 0.670, atom 3 (C): -0.837, atom 4 (C): -0.973, atom 5 (C): 0.204, atom 6 (S): -0.292, atom 7 (S): -0.114, atom 8 (H): 0.285, atom 9 (H): 0.272, atom 10 (H): 0.326, atom 11 (H): 0.345, atom 12 (H): 0.303, atom 13 (H): 0.304, atom 14 (H): 0.306, atom 15 (H): 0.125

*c* is preferred energetically. Next in line: 0.0198 hartree higher.

*a*
Computed, not measured: C3H3NO2 in the gas phase, with ωB97M-V/def2-TZVPD.

ORCA input file:
```
! wB97M-V def2-TZVPD RIJCOSX def2/J DEFGRID3
* xyz 0 1
O -0.66910 1.47104 0.46612
C -0.20807 0.29153 0.01621
C -0.98665 -0.89808 0.11862
O -0.46841 -1.99678 -0.08610
C 1.17203 0.04074 -0.31974
N 1.68299 -0.98056 -0.82388
H -0.31113 2.17897 -0.08989
H 1.81001 0.76522 0.21082
H -2.06627 -0.76477 0.30348
*
```

Its lowest unoccupied orbital energy (spin up / spin down) is -1.64 / -0.46 eV. For the HOMO energy (spin up / spin down), the calculation gives -9.29 / -8.90 eV. The orbital gap (spin up / spin down) is 7.65 / 8.44 eV. As for the molar mass: 85.06 g/mol.

Per-atom Mulliken charges, elementary charge units: atom 1 (O): -0.475, atom 2 (C): 0.330, atom 3 (C): 0.003, atom 4 (O): -0.496, atom 5 (C): 0.049, atom 6 (N): -0.419, atom 7 (H): 0.360, atom 8 (H): 0.317, atom 9 (H): 0.332

*b*
Computed, not measured: C3H3NO2 as an isolated structure, with ωB97M-V/def2-TZVPD.

ORCA input file:
```
! wB97M-V def2-TZVPD RIJCOSX def2/J DEFGRID3
* xyz 0 1
C -1.33426 -0.30098 0.18841
O -0.25215 0.39425 -0.21386
C 0.90614 0.82468 -0.47786
O 1.06584 1.84015 -1.06489
C 1.95006 -0.04050 0.00860
N 1.97446 -1.06641 0.53915
H -0.79848 -1.44356 0.87327
H -1.75585 0.39647 0.93663
H -1.75576 -0.60410 -0.78945
*
```

Its lowest unoccupied orbital energy is 0.27 eV. For the HOMO energy, the calculation gives -11.05 eV. The orbital gap is 11.32 eV. As for the molar mass: 85.06 g/mol.

Per-atom Mulliken charges, elementary charge units: atom 1 (C): -0.554, atom 2 (O): -0.264, atom 3 (C): 0.486, atom 4 (O): -0.488, atom 5 (C): 0.405, atom 6 (N): -0.372, atom 7 (H): 0.234, atom 8 (H): 0.276, atom 9 (H): 0.276

*c*
Computed, not measured: a 2-piece molecular cluster, C3H3NO2 overall, with ωB97M-V/def2-TZVPD.

ORCA input file:
```
! wB97M-V def2-TZVPD RIJCOSX def2/J DEFGRID3
* xyz 0 1
N 2.44608 -0.95754 -0.18323
C 1.43248 -0.44321 -0.39771
C 0.09739 0.11858 -0.69801
O -0.05777 1.10782 -1.35779
C -1.06894 -0.67912 -0.07724
O -2.19834 -0.44031 -0.39684
H -0.78832 -1.46270 0.65630
H 0.00381 1.63825 0.97204
H 0.13363 1.11822 1.48248
*
```

Its lowest unoccupied orbital energy is -1.93 eV. For the HOMO energy, the calculation gives -11.10 eV. Its structure (SMILES) is N#CC(=O)C=O.[H][H]. The orbital gap is 9.17 eV. As for the molar mass: 85.06 g/mol.

Per-atom Mulliken charges, elementary charge units: atom 1 (N): -0.293, atom 2 (C): 0.341, atom 3 (C): 0.222, atom 4 (O): -0.422, atom 5 (C): 0.096, atom 6 (O): -0.370, atom 7 (H): 0.351, atom 8 (H): 0.075, atom 9 (H): 0.000

*c* is preferred energetically. Next in line: 0.0394 hartree higher.